No. 1
Here is a cluster of 13 separate species, C28H87N21O13 in total at a distorted geometry from the OMol25 dataset. Energies are from ωB97M-V with the def2-TZVPD basis set.

CARTESIAN COORDINATES (ANGSTROEM)
1 C -0.554 -4.803 -2.718
2 O -1.668 -5.124 -2.389
3 N 0.128 -5.354 -3.693
4 N 0.082 -3.867 -2.032
5 H 1.095 -5.079 -3.784
6 H -0.449 -6.032 -4.172
7 H 0.982 -3.524 -2.338
8 H -0.483 -3.364 -1.363
9 C -1.014 2.008 -4.579
10 O -1.270 1.066 -3.770
11 N -1.466 1.982 -5.781
12 N -0.306 3.172 -4.408
13 H -1.870 1.132 -6.146
14 H -1.222 2.662 -6.487
15 H 0.036 3.606 -5.253
16 H -0.050 3.467 -3.476
17 C 0.276 -3.999 2.161
18 O -0.697 -4.595 2.695
19 N 1.149 -4.722 1.433
20 N 0.667 -2.753 2.139
21 H 1.602 -4.152 0.733
22 H 1.092 -5.731 1.436
23 H 0.181 -2.097 2.733
24 H 1.414 -2.473 1.519
25 C -3.612 -1.898 -2.713
26 O -4.426 -2.787 -2.666
27 N -3.545 -0.841 -3.466
28 N -2.570 -1.879 -1.948
29 H -2.882 -0.085 -3.363
30 H -4.282 -0.871 -4.156
31 H -1.934 -1.095 -1.998
32 H -2.519 -2.564 -1.208
33 C 4.312 -2.236 0.146
34 O 3.185 -2.621 0.485
35 N 4.661 -2.060 -1.083
36 N 5.353 -2.101 0.920
37 H 4.012 -2.045 -1.857
38 H 5.528 -1.582 -1.283
39 H 6.206 -1.922 0.411
40 H 5.426 -2.458 1.862
41 C 3.310 -3.650 -3.591
42 O 2.401 -3.010 -3.098
43 N 3.543 -3.506 -4.860
44 N 4.106 -4.356 -2.856
45 H 4.377 -3.802 -5.346
46 H 2.856 -2.957 -5.357
47 H 4.924 -4.647 -3.372
48 H 4.111 -4.110 -1.876
49 C 4.231 1.309 2.396
50 O 5.444 1.524 2.241
51 N 3.612 0.222 2.060
52 N 3.336 2.235 2.797
53 H 2.604 0.193 2.006
54 H 4.129 -0.626 1.876
55 H 2.359 1.987 2.737
56 H 3.623 3.202 2.754
57 C 0.491 -1.717 -5.928
58 O 1.632 -2.063 -6.103
59 N -0.191 -1.126 -6.864
60 N -0.244 -1.753 -4.866
61 H -1.140 -0.843 -6.663
62 H 0.273 -0.945 -7.743
63 H -1.214 -1.472 -4.855
64 H 0.217 -1.978 -3.997
65 C -1.213 -3.554 7.356
66 C -1.166 -2.321 8.302
67 C -2.039 -1.122 7.832
68 O -1.531 -0.847 6.529
69 C -1.805 0.381 5.805
70 N -1.483 -2.645 9.665
71 H -2.090 -4.195 7.454
72 H -0.408 -4.253 7.581
73 H -1.035 -3.370 6.296
74 H -0.119 -2.023 8.256
75 H -1.844 -0.239 8.439
76 H -3.097 -1.366 7.924
77 H -1.500 0.292 4.762
78 H -1.369 1.244 6.308
79 H -2.887 0.504 5.855
80 H -1.516 -3.635 9.862
81 H -2.487 -2.534 9.634
82 C -4.397 -0.246 1.026
83 C -5.105 -0.248 2.391
84 C -4.230 -0.684 3.547
85 O -4.022 -2.110 3.470
86 C -3.060 -2.589 4.392
87 N -5.479 1.165 2.600
88 H -4.065 -1.196 0.607
89 H -3.584 0.473 1.121
90 H -5.137 0.248 0.396
91 H -5.987 -0.842 2.152
92 H -4.775 -0.488 4.470
93 H -3.278 -0.155 3.515
94 H -2.030 -2.267 4.237
95 H -3.212 -3.666 4.328
96 H -3.219 -2.244 5.413
97 H -5.481 1.736 1.767
98 H -4.724 1.710 2.992
99 C -1.835 4.118 -1.299
100 C -1.737 4.240 0.158
101 C -2.069 5.636 0.740
102 O -1.884 5.613 2.158
103 C -2.139 6.830 2.808
104 N -2.535 3.162 0.758
105 H -2.890 4.325 -1.480
106 H -1.619 3.085 -1.570
107 H -1.114 4.819 -1.718
108 H -0.709 4.102 0.495
109 H -3.136 5.813 0.608
110 H -1.524 6.474 0.306
111 H -1.564 7.598 2.290
112 H -1.985 6.755 3.884
113 H -3.160 7.190 2.678
114 H -2.808 3.410 1.698
115 H -3.432 3.068 0.303
116 C 4.456 3.728 -2.286
117 C 3.611 4.306 -3.445
118 C 2.939 3.149 -4.223
119 O 3.944 2.285 -4.762
120 C 3.308 1.014 -5.078
121 N 2.640 5.147 -2.824
122 H 5.030 4.551 -1.861
123 H 5.177 2.938 -2.499
124 H 3.817 3.322 -1.503
125 H 4.209 4.980 -4.059
126 H 2.284 3.557 -4.993
127 H 2.241 2.690 -3.522
128 H 4.100 0.427 -5.545
129 H 2.647 1.089 -5.941
130 H 2.795 0.468 -4.287
131 H 2.165 4.659 -2.077
132 H 1.904 5.584 -3.359
133 C 1.497 1.270 -1.237
134 C 1.057 -0.022 -0.631
135 C 0.007 0.173 0.520
136 O 0.703 0.683 1.671
137 C -0.209 1.376 2.508
138 N 0.427 -0.745 -1.718
139 H 0.682 1.844 -1.679
140 H 2.278 1.113 -1.980
141 H 1.904 1.920 -0.462
142 H 1.853 -0.601 -0.164
143 H -0.456 -0.804 0.663
144 H -0.737 0.871 0.137
145 H -1.216 0.976 2.393
146 H -0.173 2.370 2.060
147 H 0.020 1.348 3.573
148 H -0.026 -0.179 -2.420
149 H 1.279 -1.126 -2.104

The calculation puts the HOMO energy at -8.5 eV. The calculation puts the gap between HOMO and LUMO at 0.301 hartree. The total charge is 0.


No. 2
Here is a cluster of 16 separate species, C28H88O16 in total at a distorted geometry from the OMol25 dataset. Energies are from ωB97M-V with the def2-TZVPD basis set.

CARTESIAN COORDINATES (ANGSTROEM)
1 C -25.228 -0.130 4.084
2 C -26.084 -0.805 5.143
3 C -25.260 -1.520 6.221
4 O -26.925 0.119 5.802
5 H -24.341 -0.714 3.813
6 H -24.795 0.780 4.515
7 H -25.732 0.114 3.148
8 H -26.701 -1.574 4.661
9 H -25.966 -2.216 6.684
10 H -24.888 -0.853 6.995
11 H -24.463 -2.154 5.833
12 H -27.383 0.641 5.117
13 C -25.911 2.056 -0.549
14 C -25.661 3.278 0.303
15 C -25.542 2.969 1.779
16 O -24.371 3.840 -0.081
17 H -26.702 1.438 -0.108
18 H -25.074 1.366 -0.670
19 H -26.223 2.321 -1.562
20 H -26.403 4.066 0.146
21 H -24.699 2.313 2.005
22 H -26.441 2.447 2.111
23 H -25.456 3.875 2.377
24 H -24.557 4.236 -0.955
25 C -25.066 7.142 -3.820
26 C -25.256 6.513 -2.440
27 C -26.723 6.518 -2.030
28 O -24.791 5.142 -2.550
29 H -25.924 7.039 -4.488
30 H -24.218 6.738 -4.373
31 H -24.896 8.222 -3.748
32 H -24.603 6.940 -1.684
33 H -26.902 5.889 -1.156
34 H -27.371 6.211 -2.849
35 H -26.979 7.526 -1.690
36 H -24.948 4.790 -3.443
37 C -25.746 -2.650 -3.059
38 C -26.146 -1.234 -3.485
39 C -26.914 -1.206 -4.785
40 O -26.987 -0.637 -2.501
41 H -25.017 -3.026 -3.779
42 H -26.569 -3.356 -2.979
43 H -25.255 -2.567 -2.085
44 H -25.263 -0.602 -3.645
45 H -27.041 -0.174 -5.125
46 H -27.939 -1.565 -4.659
47 H -26.441 -1.791 -5.573
48 H -26.635 -0.823 -1.625
49 C -22.054 2.841 -2.735
50 C -21.021 1.739 -2.524
51 C -21.617 0.361 -2.758
52 O -19.972 1.922 -3.512
53 H -22.608 2.622 -3.656
54 H -21.536 3.781 -2.926
55 H -22.808 2.967 -1.958
56 H -20.492 1.837 -1.579
57 H -22.145 -0.063 -1.896
58 H -20.831 -0.381 -2.919
59 H -22.305 0.319 -3.604
60 H -20.434 2.106 -4.339
61 C -28.329 6.672 2.338
62 C -28.089 5.535 3.328
63 C -28.855 5.715 4.630
64 O -28.348 4.262 2.703
65 H -29.401 6.821 2.182
66 H -27.951 6.392 1.353
67 H -27.852 7.575 2.714
68 H -27.011 5.478 3.514
69 H -28.819 4.862 5.305
70 H -29.918 5.896 4.439
71 H -28.504 6.623 5.124
72 H -28.973 4.406 1.961
73 C -23.049 -0.138 0.852
74 O -21.814 -0.720 1.232
75 H -23.652 0.088 1.735
76 H -22.780 0.747 0.277
77 H -23.699 -0.756 0.218
78 H -21.971 -1.541 1.708
79 C -21.697 6.811 -2.113
80 O -20.659 7.141 -1.167
81 H -22.461 6.279 -1.545
82 H -22.086 7.707 -2.602
83 H -21.306 6.108 -2.853
84 H -19.835 7.059 -1.657
85 C -29.593 -0.145 1.308
86 O -28.586 -0.354 2.309
87 H -30.008 -1.141 1.152
88 H -30.428 0.413 1.751
89 H -29.191 0.366 0.434
90 H -28.419 0.497 2.772
91 C -29.494 1.799 4.530
92 O -28.173 1.857 3.969
93 H -29.772 0.754 4.657
94 H -29.499 2.329 5.482
95 H -30.215 2.229 3.831
96 H -28.081 2.696 3.467
97 C -24.935 3.677 5.325
98 O -24.059 3.155 6.294
99 H -25.563 2.883 4.899
100 H -25.650 4.359 5.788
101 H -24.372 4.169 4.524
102 H -23.451 2.504 5.908
103 C -29.599 3.805 -0.609
104 O -30.166 4.352 0.573
105 H -29.213 4.578 -1.279
106 H -28.790 3.136 -0.312
107 H -30.313 3.198 -1.176
108 H -30.701 5.119 0.349
109 C -21.236 4.423 1.170
110 O -22.441 4.087 1.860
111 H -21.192 3.968 0.175
112 H -21.196 5.510 1.055
113 H -20.401 4.077 1.777
114 H -23.159 4.067 1.188
115 C -24.605 6.911 1.829
116 O -24.518 8.192 2.439
117 H -24.613 7.084 0.753
118 H -23.717 6.324 2.070
119 H -25.513 6.376 2.112
120 H -24.093 8.143 3.296
121 C -21.624 1.557 4.114
122 O -21.840 1.561 5.538
123 H -20.628 1.942 3.899
124 H -21.786 0.565 3.691
125 H -22.376 2.225 3.695
126 H -21.418 0.788 5.919
127 C -26.277 2.803 -5.009
128 O -25.543 4.027 -5.053
129 H -27.324 2.964 -5.282
130 H -25.828 2.044 -5.652
131 H -26.297 2.451 -3.977
132 H -25.623 4.380 -5.944

The calculation puts the HOMO energy at -9.1 eV. The calculation puts the gap between HOMO and LUMO at 0.336 hartree. The total charge is 0.


No. 3
Here is a structure of composition C29H14F4N9O2SW from the OMol25 dataset. Energies are from ωB97M-V with the def2-TZVPD basis set.

CARTESIAN COORDINATES (ANGSTROEM)
1 W 1.092 0.266 -0.993
2 N -3.902 0.085 5.314
3 C -3.258 -0.135 4.181
4 C -3.330 -1.409 3.544
5 C -2.688 -1.631 2.371
6 C -1.934 -0.582 1.773
7 C -1.840 0.688 2.402
8 C -2.487 0.906 3.573
9 S -1.193 -0.886 0.332
10 O -0.965 0.419 -0.432
11 O -1.682 -2.011 -0.382
12 N 0.507 -1.030 0.355
13 C 1.447 -2.068 0.213
14 N 1.560 -3.194 0.824
15 C 2.667 -3.886 0.473
16 C 3.611 -3.408 -0.433
17 C 3.389 -2.181 -1.034
18 N 2.267 -1.532 -0.702
19 H -4.462 -0.633 5.748
20 H -3.878 0.983 5.772
21 H -3.916 -2.196 3.999
22 H -2.760 -2.594 1.883
23 H -1.286 1.490 1.930
24 H -2.448 1.878 4.048
25 H 2.793 -4.849 0.953
26 H 4.496 -3.983 -0.668
27 H 4.057 -1.725 -1.754
28 N 0.279 -0.705 -2.601
29 C -0.366 -0.992 -3.530
30 C -1.117 -1.368 -4.630
31 C -0.781 -0.850 -5.901
32 C -1.537 -1.233 -6.983
33 C -2.605 -2.114 -6.806
34 C -2.935 -2.625 -5.549
35 C -2.198 -2.262 -4.448
36 H 0.053 -0.170 -6.014
37 H -1.303 -0.854 -7.968
38 H -3.192 -2.411 -7.666
39 H -3.767 -3.307 -5.443
40 H -2.431 -2.644 -3.463
41 F 0.315 5.140 1.842
42 C 0.946 3.995 1.682
43 C 1.876 3.613 2.585
44 F 2.130 4.384 3.608
45 C 2.626 2.373 2.453
46 C 2.250 1.605 1.289
47 C 1.315 1.922 0.374
48 F 2.673 0.674 -1.835
49 C 0.661 3.222 0.504
50 C -0.167 3.680 -0.503
51 C -0.065 2.787 -1.581
52 N 0.319 1.910 -2.233
53 C -0.971 4.852 -0.550
54 N -1.660 5.769 -0.597
55 F 2.858 0.422 1.082
56 C 3.580 1.968 3.346
57 C 4.279 0.725 3.208
58 N 4.830 -0.276 3.090
59 C 3.956 2.721 4.498
60 N 4.292 3.267 5.453

The calculation puts the HOMO energy (spin up / spin down) at -16.7 / -16.7 eV. The calculation puts the gap between HOMO and LUMO (spin up / spin down) at 0.174 / 0.174 hartree. The total charge is +3.


The energy above the lowest of the compared OMol25 structures with the same formula, charge and spin results, record by record, are as follows: 6.827; 0.000; 0.000 eV.